(1)
Formula: C4H9N3
Source: the OMol25 dataset
Level of theory: ωB97M-V with the def2-TZVPD basis set

CARTESIAN COORDINATES (ANGSTROEM)
C  0.9494  1.0706  0.0464
C  0.6058  -1.1355  0.0856
C  -1.1519  0.3019  1.2997
C  -0.7201  0.1500  -1.3480
N  2.0586  0.5116  -0.0627
N  1.8562  -0.8014  -0.1243
N  -0.1459  0.1192  0.1570
H  0.7162  2.1047  0.1093
H  0.0840  -2.8717  0.1909
H  -0.7284  -0.0217  2.3185
H  -1.2650  1.5190  1.3748
H  -2.1788  -0.1703  1.0334
H  0.0447  -0.0660  -2.1568
H  -1.5740  -0.5058  -1.3030
H  -1.2554  1.1386  -1.3638
H  2.7049  -1.3432  -0.2570

Computed properties:
Frontier orbital gap   10.6 eV
Calculated total energy   -321.1482 Eh
Relative energy (zero: lowest compared OMol25 entry of this formula, charge and spin)   158.25 kcal/mol
Net charge   +2
HOMO   -21.5 eV


(2)
Formula: C4H9N3O
Source: the OMol25 dataset
Level of theory: ωB97M-V with the def2-TZVPD basis set

CARTESIAN COORDINATES (ANGSTROEM)
C  1.7461  -0.5947  0.0808
C  -0.6723  -0.8561  0.8997
C  -0.6607  0.9168  -0.1406
N  0.2119  1.9726  -0.1579
N  -1.6018  0.9558  -1.1820
C  0.3073  -1.0167  -0.1402
O  -1.2652  -1.8591  1.5910
N  -1.0566  0.3776  1.0921
H  -0.7290  -2.6543  1.4885
H  -2.3102  0.2446  -1.0700
H  -1.1849  0.9014  -2.1016
H  0.6513  2.1861  0.7228
H  -0.0281  2.7674  -0.7309
H  0.2034  -1.9023  -0.7732
H  1.8435  0.0463  0.9582
H  2.1381  -0.0302  -0.7726
H  2.4071  -1.4552  0.2359

Computed properties:
Structure (SMILES)   C/C=C(/O)N=C(N)N
Frontier orbital gap   8.1 eV
Calculated total energy   -397.2579 Eh
Relative energy (zero: lowest compared OMol25 entry of this formula, charge and spin)   58.19 kcal/mol
HOMO   -7.3 eV


(3)
Formula: C4H9N3O
Source: the OMol25 dataset
Level of theory: ωB97M-V with the def2-TZVPD basis set

CARTESIAN COORDINATES (ANGSTROEM)
C  0.3259  1.9572  -0.0381
C  -1.0005  -0.4445  0.0024
C  1.0163  -0.5944  -0.0592
C  0.1988  0.4782  -0.0920
N  -1.8097  -0.3528  1.1574
N  2.3661  -0.8364  -0.1727
O  -1.8011  -0.5604  -1.1457
N  0.0287  -1.5865  0.1254
H  -1.2579  -0.4072  -1.9272
H  -2.2743  0.5446  1.2165
H  -2.4568  -1.1306  1.2081
H  2.6586  -1.6923  0.2763
H  2.9475  -0.0479  0.0715
H  -0.0241  -2.3474  -0.5445
H  1.3650  2.2457  -0.1858
H  -0.0099  2.3449  0.9260
H  -0.2728  2.4299  -0.8184

Computed properties:
Frontier orbital gap   8.4 eV
Calculated total energy   -397.2867 Eh
Relative energy (zero: lowest compared OMol25 entry of this formula, charge and spin)   40.14 kcal/mol
HOMO   -7.5 eV